Entry from the Open Molecules 2025 dataset: a gas-phase ion, C7H14N4S (charge +2) at a distorted geometry (ωB97M-V/def2-TZVPD).

Last column: natural (NBO) charge in e.
Positions of all 26 atoms, in Å:
C (4.04, -0.61, -0.47)  0.338
C (-3.70, -1.48, -0.03)  0.183
C (1.49, -0.73, -0.15)  0.393
C (-0.70, 0.44, -0.16)  0.321
C (5.21, -0.51, 0.45)  -0.721
C (-5.14, -1.17, 0.24)  -0.648
C (-0.31, 3.20, -0.20)  -0.736
N (2.77, -0.59, -0.22)  -0.336
N (-2.96, -0.46, 0.03)  -0.301
N (0.64, 0.38, -0.20)  -0.572
N (-1.58, -0.65, -0.11)  -0.379
S (-1.69, 1.88, -0.14)  0.495
H (4.46, -0.55, -1.48)  0.261
H (-3.36, -2.57, -0.12)  0.201
H (1.05, -1.70, -0.08)  0.242
H (5.88, 0.19, -0.16)  0.281
H (5.06, 0.07, 1.46)  0.281
H (5.76, -1.44, 0.60)  0.316
H (-5.17, -1.71, 1.23)  0.256
H (-5.68, -1.86, -0.37)  0.255
H (-5.43, -0.12, 0.29)  0.266
H (0.42, 3.17, -1.05)  0.249
H (0.19, 3.22, 0.77)  0.237
H (-0.98, 4.02, -0.34)  0.270
H (1.12, 1.17, 0.11)  0.446
H (-1.38, -1.59, 0.08)  0.399

Values from the calculation:
Net charge = +2
Largest force on an atom = 0.1178 Eh/bohr
Frontier orbital gap = 8.03 eV
E_tot = -24261.686 eV
Energy above the lowest of the compared OMol25 structures with the same formula, charge and spin = 58.9 kJ/mol


Entry from the Open Molecules 2025 dataset: a gas-phase ion, C7H14N5 (charge +1) at a distorted geometry (ωB97M-V/def2-TZVPD).

Last column: natural (NBO) charge in e.
Positions of all 26 atoms, in Å:
H (-1.83, 0.27, 3.68)  0.368
N (-0.94, 0.37, 3.11)  -0.603
C (-0.24, -0.83, 3.19)  0.095
C (1.21, -1.00, 2.39)  -0.532
C (1.37, 0.34, 1.45)  0.437
N (1.74, 1.67, 2.08)  -0.168
N (1.83, 2.58, 1.03)  0.093
N (1.53, 1.88, -0.15)  -0.159
N (1.21, 0.54, -0.05)  -0.160
C (0.82, -0.50, -1.06)  -0.258
C (-0.40, -0.07, -2.07)  -0.243
C (-1.39, 1.10, -1.51)  -0.655
C (-1.38, -1.36, -2.46)  -0.633
H (-0.72, -1.70, 3.80)  0.220
H (1.29, -2.02, 1.80)  0.275
H (2.05, -0.93, 3.24)  0.302
H (1.51, 2.32, -1.10)  0.459
H (1.77, -0.71, -1.75)  0.258
H (0.56, -1.55, -0.57)  0.270
H (0.05, 0.30, -3.10)  0.231
H (-2.09, 0.77, -0.62)  0.242
H (-0.84, 2.13, -1.27)  0.204
H (-2.13, 1.37, -2.41)  0.252
H (-2.49, -1.08, -2.15)  0.237
H (-1.09, -2.34, -1.86)  0.218
H (-1.39, -1.55, -3.63)  0.249

Values from the calculation:
SMILES string = [H]/N=C/CC1=[N+]=NNN1CC(C)C
Net charge = +1
Largest force on an atom = 0.1432 Eh/bohr
Frontier orbital gap = 9.32 eV
E_tot = -14922.364 eV
Energy above the lowest of the compared OMol25 structures with the same formula, charge and spin = 665.2 kJ/mol


Entry from the Open Molecules 2025 dataset: a gas-phase ion, C7H14N5O (charge +1) at a distorted geometry (ωB97M-V/def2-TZVPD).

Last column: natural (NBO) charge in e.
Positions of all 27 atoms, in Å:
N (1.09, 1.79, -1.39)  -0.905
C (0.95, 0.38, -0.38)  0.555
N (-0.54, 0.22, -0.40)  -0.418
C (-1.07, 0.74, 0.91)  -0.246
C (-2.62, 0.60, 0.87)  -0.094
O (-3.04, -0.68, 0.57)  -0.489
C (-2.48, -1.13, -0.60)  -0.094
C (-0.96, -1.18, -0.62)  -0.261
N (1.37, 0.86, 0.79)  -0.540
C (2.35, 0.24, 1.35)  0.331
N (3.01, -0.83, 0.83)  -0.602
C (2.76, -1.08, -0.50)  0.298
N (1.70, -0.71, -1.03)  -0.481
H (1.95, 1.78, -2.02)  0.395
H (1.16, 2.55, -0.60)  0.378
H (-0.92, 0.72, -1.31)  0.494
H (-0.76, 1.76, 0.92)  0.247
H (-0.67, 0.24, 1.80)  0.243
H (-2.97, 0.71, 1.87)  0.225
H (-3.06, 1.38, 0.24)  0.183
H (-2.86, -0.43, -1.47)  0.173
H (-2.89, -2.20, -0.82)  0.240
H (-0.43, -1.77, 0.20)  0.232
H (-0.77, -1.47, -1.65)  0.254
H (2.59, 0.57, 2.28)  0.207
H (3.89, -1.21, 1.26)  0.448
H (3.23, -1.85, -1.08)  0.227

Values from the calculation:
SMILES string = NC1([NH+]2CCOCC2)N=CNC=N1
Net charge = +1
Largest force on an atom = 0.1307 Eh/bohr
Frontier orbital gap = 9.73 eV
E_tot = -16974.892 eV
Energy above the lowest of the compared OMol25 structures with the same formula, charge and spin = 118.8 kJ/mol


Entry from the Open Molecules 2025 dataset: a gas-phase ion, C7H14NO (charge +1) (ωB97M-V/def2-TZVPD).

Last column: natural (NBO) charge in e.
Positions of all 23 atoms, in Å:
C (-0.90, -2.59, 0.71)  -0.707
C (-0.50, -1.38, -0.04)  0.722
N (-0.12, -0.25, 0.48)  -0.334
C (0.02, 0.02, 1.88)  -0.428
C (0.24, 0.72, -0.58)  0.112
C (1.72, 1.07, -0.49)  -0.626
C (-0.64, 1.97, -0.49)  -0.626
C (-0.09, -0.13, -1.84)  -0.088
O (-0.51, -1.40, -1.34)  -0.400
H (-1.80, -2.39, 1.28)  0.273
H (-0.12, -2.88, 1.41)  0.269
H (-1.09, -3.40, 0.02)  0.278
H (0.97, -0.38, 2.26)  0.233
H (-0.80, -0.42, 2.44)  0.236
H (0.01, 1.10, 2.04)  0.241
H (1.94, 1.60, 0.43)  0.230
H (2.00, 1.71, -1.32)  0.245
H (2.34, 0.17, -0.53)  0.225
H (-0.39, 2.56, 0.38)  0.229
H (-1.69, 1.70, -0.44)  0.227
H (-0.48, 2.58, -1.37)  0.245
H (-0.90, 0.29, -2.43)  0.223
H (0.78, -0.29, -2.48)  0.224

Values from the calculation:
SMILES string = CC1=[N+](C)C(C)(C)CO1
Net charge = +1
Largest force on an atom = 0.0181 Eh/bohr
Frontier orbital gap = 11.71 eV
E_tot = -11017.820 eV
Energy above the lowest of the compared OMol25 structures with the same formula, charge and spin = 0.0 kJ/mol


Entry from the Open Molecules 2025 dataset: a molecular structure, C7H14O at a distorted geometry (ωB97M-V/def2-TZVPD).

Last column: natural (NBO) charge in e.
Positions of all 22 atoms, in Å:
C (1.48, 0.40, 0.19)  -0.166
C (-0.45, -0.02, 0.65)  -0.339
C (-3.15, -0.92, -0.23)  -0.242
C (2.00, -0.84, -0.49)  -0.646
C (2.04, 0.65, 1.58)  -0.634
C (-0.68, 0.72, -0.47)  0.383
C (-0.75, 1.27, -1.64)  -0.494
O (-2.51, 0.13, 0.41)  -0.775
H (1.60, 1.28, -0.43)  0.195
H (-0.41, -1.10, 0.58)  0.250
H (-0.56, 0.45, 1.62)  0.260
H (-2.44, -1.63, -0.72)  0.115
H (-3.75, -1.52, 0.48)  0.161
H (-3.83, -0.58, -1.03)  0.143
H (3.06, -0.74, -0.71)  0.217
H (1.48, -1.03, -1.44)  0.217
H (1.88, -1.72, 0.14)  0.208
H (3.12, 0.82, 1.52)  0.212
H (1.87, -0.20, 2.24)  0.208
H (1.60, 1.54, 2.04)  0.216
H (-1.72, 1.44, -2.09)  0.273
H (0.13, 1.59, -2.18)  0.239

Values from the calculation:
Largest force on an atom = 0.0687 Eh/bohr
Frontier orbital gap = 8.00 eV
E_tot = -9527.489 eV
Energy above the lowest of the compared OMol25 structures with the same formula, charge and spin = 605.7 kJ/mol


Entry from the Open Molecules 2025 dataset: 2 unconnected molecules or ions with the total composition C7H14O (ωB97M-V/def2-TZVPD).

Last column: natural (NBO) charge in e.
Positions of all 22 atoms, in Å:
C (-2.52, 1.72, 0.95)  -0.641
C (-1.38, 0.76, 1.25)  -0.187
C (-1.57, -0.54, 1.42)  -0.196
C (-0.52, -1.62, 1.39)  -0.647
H (-2.91, 2.17, 1.87)  0.215
H (-2.17, 2.52, 0.30)  0.215
H (-3.34, 1.20, 0.47)  0.207
H (-0.43, 1.25, 1.44)  0.209
H (-2.60, -0.89, 1.42)  0.184
H (0.39, -1.37, 1.94)  0.218
H (-0.23, -1.81, 0.35)  0.207
H (-0.90, -2.56, 1.78)  0.216
C (2.11, -0.65, -2.43)  -0.608
C (1.36, 0.32, -1.52)  -0.521
C (1.90, 0.26, -0.10)  0.458
O (1.94, 1.19, 0.66)  -0.522
H (3.15, -0.34, -2.51)  0.209
H (1.68, -0.62, -3.43)  0.218
H (2.06, -1.68, -2.08)  0.207
H (1.48, 1.34, -1.90)  0.226
H (0.29, 0.10, -1.48)  0.236
H (2.22, -0.75, 0.22)  0.098

Values from the calculation:
SMILES string = C/C=C/C.CCC=O
Largest force on an atom = 0.0166 Eh/bohr
Frontier orbital gap = 9.99 eV
E_tot = -9532.360 eV
Energy above the lowest of the compared OMol25 structures with the same formula, charge and spin = 135.7 kJ/mol


- E_tot of number 2 (C7H14N5)?
  -14922.364 eV


- Among the records above, which one has the lowest largest force on an atom?
  number 6


- Which formula does entry 3 have?
  C7H14N5O